# 1
The following is a DFT calculation (ωB97M-V/def2-TZVPD) of C2H23NNbO6 as an isolated structure in a non-equilibrium geometry.

Calculated values
lowest unoccupied orbital energy = 1.67 eV
HOMO-LUMO gap = 0.2189 hartree
electronic energy = -17765.955 eV
strongest force on any atom = 0.03674 hartree/bohr
total charge = -1
highest occupied orbital energy = -0.15745 Eh

CARTESIAN COORDINATES (ANGSTROEM)
Nb -2.38 -0.78 2.92
O -0.92 -0.16 -3.57
O 0.42 2.91 0.72
O 3.35 1.77 0.84
O 1.82 0.90 -4.07
O -1.35 -0.23 -6.47
O 0.17 -1.20 -1.12
N 1.00 -1.82 3.46
C 0.74 -0.75 2.49
C -0.33 0.23 3.03
H -1.27 0.29 -4.35
H -2.61 -0.52 1.11
H -0.49 -0.63 -6.33
H -1.67 -0.64 -7.27
H -0.32 1.14 2.42
H 2.25 1.54 -4.64
H 0.36 -1.18 1.57
H -0.18 -1.43 -1.98
H 1.69 -0.23 2.31
H -3.95 -1.74 3.06
H -3.33 0.77 3.15
H 0.47 -1.67 4.30
H -1.63 -2.39 2.41
H -2.20 -1.15 4.71
H 0.71 -2.70 3.07
H 2.48 1.65 1.23
H -0.01 0.51 4.03
H 1.85 0.07 -4.55
H 0.55 3.77 0.30
H 0.11 2.33 0.02
H 1.09 -0.97 -1.29
H 3.95 1.82 1.60
H -0.36 0.50 -3.13

# 2
The following is a DFT calculation (ωB97M-V/def2-TZVPD) of an isolated molecule of C4H7NO2.

Calculated values
SMILES = [H]/N=C(\C)OCC=O
lowest unoccupied orbital energy = 0.82 eV
HOMO-LUMO gap = 0.3937 hartree
electronic energy = -9845.780 eV
strongest force on any atom = 0.01045 hartree/bohr
total charge = 0
highest occupied orbital energy = -0.36355 Eh
energy above the lowest of the compared OMol25 structures with the same formula, charge and spin = 34.6 kcal per mole

CARTESIAN COORDINATES (ANGSTROEM)
O 0.02 -2.43 -2.00
O -0.67 0.62 -0.41
N -0.23 -0.74 1.36
C 0.89 1.48 1.15
C -0.04 0.36 0.76
C 0.04 -1.28 -1.64
C -1.16 -0.52 -1.09
H 0.95 -0.64 -1.71
H -1.77 -0.14 -1.92
H 1.88 1.06 1.34
H 0.32 -0.79 2.22
H -1.76 -1.17 -0.45
H 0.56 1.99 2.05
H 0.97 2.20 0.33

# 3
The following is a DFT calculation (ωB97M-V/def2-TZVPD) of an isolated molecule of C5H7NO.

Calculated values
SMILES = Cc1occc1N
lowest unoccupied orbital energy = 0.88 eV
HOMO-LUMO gap = 0.3191 hartree
electronic energy = -8832.955 eV
strongest force on any atom = 0.01758 hartree/bohr
total charge = 0
highest occupied orbital energy = -0.28676 Eh
energy above the lowest of the compared OMol25 structures with the same formula, charge and spin = 74.9 kcal per mole

CARTESIAN COORDINATES (ANGSTROEM)
O -1.32 0.61 1.12
N 0.36 -1.40 -1.25
C -1.24 1.44 0.10
C -0.23 -0.39 -0.55
C -0.50 -0.55 0.82
C 1.03 -0.21 1.21
C -0.52 0.94 -0.95
H 1.53 0.59 0.61
H 0.11 -2.31 -0.87
H 1.01 0.14 2.22
H -0.05 1.49 -1.75
H -1.75 2.39 0.20
H 1.68 -1.08 1.08
H 0.20 -1.34 -2.24